[1]
A 2-piece molecular cluster, C3H5NO overall. Source: OMol25; level of theory: wB97M-V/def2-TZVPD.

Calculated values
Net charge   0
E_LUMO (spin up / spin down)   1.096 / -2.352 eV
2S+1   3
Max |F|   5.2 eV/A
Orbital gap (spin up / spin down)   6.528 / 7.783 eV
E_tot   -6723.1543 eV
Relative energy (zero: lowest compared OMol25 entry of this formula, charge and spin)   2.078 eV

```
10
Properties=species:S:1:pos:R:3:forces:R:3:mulliken_charge:R:1
C -0.02713 1.40908 -0.74684 -0.401 0.745 -0.389 -0.6816
C 1.23173 -2.22840 -1.68495 -0.156 -0.186 -0.206 0.0799
C -0.80345 -0.01350 0.96312 -1.877 -4.793 -0.321 -0.5522
N -0.29239 1.11576 0.62963 0.947 0.129 -1.736 -0.0356
O 1.76717 -1.59373 -0.93131 0.197 0.169 0.198 -0.0781
H 0.95997 1.78704 -0.91627 1.193 -0.655 -0.268 0.2125
H -0.54479 2.36600 -0.71365 -0.921 -0.025 -2.161 0.3225
H -0.32675 0.47298 -1.50999 0.619 2.990 2.172 0.2494
H -1.00147 -0.41776 1.93696 0.249 0.040 0.178 0.3525
H -1.03610 -0.70330 -0.00297 0.151 1.586 2.533 0.1306
```
Positions in Å, forces in eV/Å.

---

[2]
One molecule with the formula C3HNS2. Source: OMol25; level of theory: wB97M-V/def2-TZVPD.

Calculated values
Net charge   0
SMILES   N#CC(=S)C=S
E_LUMO   -2.911 eV
Max |F|   2.1 eV/A
Orbital gap   6.843 eV
E_tot   -26285.3205 eV
Relative energy (zero: lowest compared OMol25 entry of this formula, charge and spin)   0.000 eV

```
7
Properties=species:S:1:pos:R:3:forces:R:3:mulliken_charge:R:1
C -0.87606 -0.12501 0.62114 -0.682 -1.584 0.041 -0.2269
C 0.38317 0.45287 0.17251 0.164 1.675 -0.305 0.3297
C 0.95324 -0.29944 -0.95414 0.675 0.950 0.505 0.1055
H -1.47404 0.18981 1.45987 0.489 0.982 0.266 0.3690
N 1.53902 -0.71527 -1.85171 -0.138 -0.151 0.052 -0.3084
S -1.46810 -1.44725 -0.10268 -0.035 0.087 -0.055 -0.1531
S 0.94276 1.94428 0.65502 -0.473 -1.959 -0.503 -0.1159
```
Positions in Å, forces in eV/Å.